The following is a DFT calculation (ωB97M-V/def2-TZVPD) of a molecular structure, C30H33F3N8O5RhS.

Geometry (Å):
1 Rh 0.049 0.001 -0.016
2 C 1.341 0.141 6.224
3 O 2.551 -0.563 6.388
4 C 3.567 -0.504 5.491
5 C 4.788 -0.967 5.998
6 C 5.930 -1.000 5.230
7 C 5.894 -0.545 3.919
8 C 4.704 -0.087 3.398
9 C 3.529 -0.081 4.156
10 N 2.337 0.358 3.509
11 C 1.800 -0.196 2.396
12 N 2.422 -1.275 1.901
13 C 2.060 -2.091 0.840
14 C 1.065 -1.782 -0.091
15 C 0.853 -2.676 -1.142
16 C 1.593 -3.838 -1.244
17 C 2.579 -4.146 -0.312
18 C 2.809 -3.286 0.741
19 O 3.806 -3.496 1.666
20 C 3.398 -3.929 2.960
21 N 0.670 0.276 1.895
22 C 0.162 1.444 2.523
23 C 0.812 2.715 2.018
24 C 0.430 3.936 2.774
25 C -0.469 3.891 3.787
26 C -1.090 2.695 4.163
27 C -0.759 1.467 3.549
28 O -1.383 0.410 4.129
29 C -1.297 -0.903 3.620
30 H 0.800 -0.008 7.157
31 H 0.739 -0.263 5.409
32 H 1.510 1.213 6.084
33 H 4.789 -1.295 7.025
34 H 6.849 -1.368 5.654
35 H 6.782 -0.541 3.311
36 H 4.671 0.298 2.389
37 H 1.814 1.124 3.913
38 H 3.276 -1.571 2.374
39 H 0.107 -2.463 -1.894
40 H 1.398 -4.520 -2.057
41 H 3.167 -5.044 -0.414
42 H 3.578 -5.001 3.060
43 H 2.341 -3.731 3.148
44 H 4.006 -3.396 3.694
45 H 1.912 2.602 2.079
46 H 0.928 4.858 2.523
47 H -0.706 4.792 4.332
48 H -1.807 2.668 4.964
49 H -2.072 -1.464 4.140
50 H -0.330 -1.372 3.827
51 H -1.490 -0.939 2.548
52 C -5.335 1.770 -1.921
53 C -4.825 0.527 -1.315
54 N -5.472 -0.589 -1.208
55 N -4.624 -1.477 -0.662
56 C -3.427 -0.921 -0.410
57 S -2.084 -1.676 0.244
58 N -3.546 0.376 -0.805
59 N -2.508 1.276 -0.691
60 H -6.367 1.619 -2.224
61 H -4.733 2.024 -2.796
62 H -5.289 2.603 -1.220
63 H -4.901 -2.432 -0.494
64 H -2.092 1.481 -1.623
65 H -2.816 2.142 -0.258
66 F 0.108 0.955 -5.414
67 C 0.548 0.360 -4.310
68 F 0.693 -0.945 -4.574
69 F 1.776 0.843 -4.052
70 C -0.388 0.579 -3.066
71 O -1.313 1.372 -3.152
72 O -0.032 -0.143 -2.110
73 C 1.134 4.100 -1.640
74 C 0.950 4.167 -0.129
75 C 0.588 2.844 0.483
76 N 0.137 1.898 -0.182
77 H 1.391 5.090 -2.010
78 H 0.227 3.770 -2.139
79 H 1.932 3.409 -1.902
80 H 0.144 4.864 0.113
81 H 1.858 4.545 0.346

Results
HOMO energy (spin up / spin down)   -10.364 / -11.026 eV
E_LUMO (spin up / spin down)   -2.349 / -4.936 eV
2S+1   5
Kohn-Sham gap (spin up / spin down)   8.02 / 6.09 eV
Charge   +1

=====

The following is a DFT calculation (ωB97M-V/def2-TZVPD) of a molecular structure, C30H33N4O4PPdS.

Geometry (Å):
1 Pd -0.806 0.313 0.698
2 N -0.874 2.345 1.679
3 C -2.043 3.131 1.242
4 C -2.069 3.114 -0.272
5 N -1.972 1.718 -0.719
6 H -0.877 2.164 2.677
7 H -0.006 2.835 1.471
8 H -2.011 4.153 1.624
9 H -2.943 2.654 1.633
10 H -1.223 3.672 -0.672
11 H -2.979 3.586 -0.645
12 H -1.570 1.624 -1.647
13 H -2.880 1.242 -0.736
14 N 0.439 -1.154 4.602
15 C -0.294 -0.836 3.541
16 O 0.132 -0.008 2.710
17 C -1.635 -1.517 3.392
18 C -2.662 -0.659 2.747
19 H 1.354 -0.748 4.715
20 H 0.103 -1.792 5.304
21 H -1.976 -1.849 4.382
22 H -1.457 -2.422 2.806
23 H -2.847 0.332 3.142
24 H -3.420 -1.091 2.110
25 O -3.973 -0.348 -0.615
26 C -3.138 -1.228 -0.630
27 N -1.779 -0.979 -0.835
28 S -0.891 -2.308 -0.557
29 O -0.059 -2.712 -1.642
30 O -0.187 -1.951 0.692
31 C -2.226 -3.410 -0.294
32 C -2.211 -4.775 -0.089
33 C -3.447 -5.397 0.041
34 C -4.633 -4.672 -0.047
35 C -4.627 -3.301 -0.270
36 C -3.399 -2.675 -0.395
37 H -1.288 -5.337 -0.042
38 H -3.489 -6.465 0.205
39 H -5.577 -5.192 0.051
40 H -5.543 -2.732 -0.355
41 C 3.444 4.233 1.547
42 C 3.953 2.951 1.698
43 C 3.392 1.888 1.005
44 C 2.312 2.108 0.149
45 C 1.807 3.407 -0.004
46 C 2.373 4.463 0.688
47 P 1.509 0.768 -0.725
48 C 1.168 1.264 -2.412
49 C 0.238 0.528 -3.153
50 C -0.001 0.855 -4.478
51 C 0.686 1.909 -5.069
52 C 1.624 2.630 -4.340
53 C 1.870 2.313 -3.015
54 C 2.482 -0.722 -0.692
55 C 2.984 -1.260 -1.879
56 C 3.745 -2.416 -1.833
57 C 3.990 -3.039 -0.618
58 C 3.471 -2.518 0.563
59 C 2.706 -1.368 0.529
60 H 3.890 5.059 2.085
61 H 4.801 2.777 2.346
62 H 3.815 0.898 1.114
63 H 0.998 3.596 -0.699
64 H 1.993 5.467 0.549
65 H -0.281 -0.311 -2.707
66 H -0.715 0.281 -5.053
67 H 0.500 2.160 -6.104
68 H 2.172 3.436 -4.808
69 H 2.618 2.866 -2.463
70 H 2.791 -0.776 -2.827
71 H 4.145 -2.831 -2.748
72 H 4.582 -3.945 -0.590
73 H 3.656 -3.018 1.503
74 H 2.265 -0.978 1.439

Results
HOMO energy (spin up / spin down)   -13.408 / -14.480 eV
E_LUMO (spin up / spin down)   -4.859 / -8.066 eV
2S+1   5
Kohn-Sham gap (spin up / spin down)   8.55 / 6.41 eV
Charge   +2

=====

| no. | molar mass (g mol⁻¹) |
| --- | --- |
| 1 | 777.61 |
| 2 | 683.08 |